(1)
{"formula": "C4H9NO2", "method": "ωB97M-V/def2-TZVPD", "species": ["C", "C", "O", "C", "N", "C", "O", "H", "H", "H", "H", "H", "H", "H", "H", "H"], "coordinates": [[1.63367, 1.29335, -0.64041], [0.28236, 0.62591, -0.42452], [0.01253, -0.16542, -1.57050], [0.28637, -0.24258, 0.85459], [-1.05434, -0.66981, 1.26261], [-1.69457, -1.60170, 0.46267], [-2.76113, -1.44208, -0.09713], [1.88484, 1.96780, 0.18628], [1.62019, 1.87602, -1.56594], [2.42320, 0.53928, -0.72759], [-0.48563, 1.41513, -0.33260], [-0.93242, -0.36993, -1.59999], [0.92426, -1.11783, 0.66322], [0.68944, 0.32029, 1.70105], [-1.65484, 0.14218, 1.40408], [-1.17391, -2.57062, 0.42419]], "nbo_charge": [-0.62, 0.08, -0.72, -0.24, -0.63, 0.53, -0.59, 0.21, 0.23, 0.21, 0.16, 0.48, 0.21, 0.21, 0.38, 0.12], "homo_energy_ev": -9.83, "molar_mass_da": 103.121, "e_above_lowest_kcal_mol": 25.6, "lumo_energy_ev": 0.9, "max_force_ev_per_a": 0.73, "smiles": "C[C@@H](O)CNC=O"}


(2)
{"formula": "C42H47N5OP2PdS2", "method": "ωB97M-V/def2-TZVPD", "species": ["Pd", "S", "P", "C", "P", "S", "C", "C", "C", "C", "C", "C", "C", "C", "C", "C", "C", "C", "C", "C", "C", "C", "C", "C", "C", "C", "C", "C", "C", "C", "H", "H", "H", "H", "H", "H", "H", "H", "H", "H", "H", "H", "H", "H", "H", "H", "H", "H", "H", "H", "C", "C", "N", "C", "C", "C", "O", "C", "C", "C", "C", "N", "C", "H", "H", "H", "H", "H", "H", "H", "H", "H", "H", "H", "H", "H", "H", "C", "C", "N", "C", "N", "C", "C", "C", "N", "C", "H", "H", "H", "H", "H", "H", "H", "H", "H", "H", "H", "H", "H"], "coordinates": [[0.47412, 0.15005, -0.51335], [0.30255, 2.10521, -2.68112], [-0.44322, 2.89922, -1.00800], [-0.59628, 1.69374, 0.21261], [-0.30402, 1.41014, 1.88976], [-0.09127, -0.54671, 2.19809], [1.22041, 2.27190, 2.39820], [1.21005, 3.43709, 3.15487], [2.40465, 4.03649, 3.53420], [3.61576, 3.47701, 3.16182], [3.63245, 2.31848, 2.39531], [2.44360, 1.72152, 2.01569], [-1.59925, 2.11862, 2.94503], [-2.21325, 3.31242, 2.57948], [-3.18372, 3.87991, 3.39173], [-3.54429, 3.25410, 4.57723], [-2.93603, 2.06149, 4.94544], [-1.96708, 1.49360, 4.13187], [0.59880, 4.25310, -0.39334], [0.04324, 5.36341, 0.24051], [0.86098, 6.34808, 0.77413], [2.23938, 6.22463, 0.68689], [2.79713, 5.11554, 0.06726], [1.98196, 4.13540, -0.47440], [-2.04424, 3.67181, -1.35080], [-3.20518, 3.12982, -0.81599], [-4.43887, 3.69658, -1.11128], [-4.51208, 4.80126, -1.94490], [-3.35204, 5.33781, -2.49456], [-2.12317, 4.77150, -2.20417], [0.27189, 3.88285, 3.46283], [2.38057, 4.94348, 4.12509], [4.54574, 3.94228, 3.46441], [4.57488, 1.87662, 2.09565], [2.45626, 0.81557, 1.42256], [-1.93842, 3.79966, 1.65075], [-3.65947, 4.80577, 3.09387], [-4.30366, 3.69331, 5.21171], [-3.22188, 1.56881, 5.86593], [-1.50011, 0.55466, 4.40257], [-1.03206, 5.47451, 0.30823], [0.41857, 7.21149, 1.25487], [2.88103, 6.98945, 1.10646], [3.87282, 5.01064, 0.00609], [2.41177, 3.27422, -0.97238], [-3.14324, 2.26125, -0.17000], [-5.34018, 3.26967, -0.69047], [-5.47317, 5.24361, -2.17451], [-3.40967, 6.19471, -3.15334], [-1.22126, 5.18207, -2.64260], [-2.85291, -6.34078, 2.32088], [-1.86784, -6.72477, 1.22852], [-1.41342, -5.57490, 0.44668], [-0.01824, -5.18090, 0.60636], [0.29375, -4.57949, 1.96866], [-2.27629, -5.10643, -0.49516], [-3.31698, -5.69537, -0.75734], [-1.94680, -3.85426, -1.25736], [-2.20847, -3.81698, -2.62251], [-1.99965, -2.63781, -3.31614], [-1.56055, -1.52279, -2.61529], [-1.34572, -1.54050, -1.30313], [-1.53677, -2.67683, -0.64371], [-3.15447, -7.22434, 2.88566], [-3.74441, -5.89618, 1.88171], [-2.41278, -5.62456, 3.01607], [-2.32964, -7.44154, 0.54816], [-0.97943, -7.19291, 1.65517], [0.24036, -4.48975, -0.18998], [0.59909, -6.07352, 0.44963], [-0.25078, -3.65008, 2.13497], [1.35979, -4.36299, 2.05559], [0.03343, -5.27322, 2.77002], [-2.58113, -4.70616, -3.11435], [-2.18604, -2.57350, -4.37992], [-1.38266, -0.57363, -3.11073], [-1.37348, -2.62202, 0.42646], [2.18801, -2.61613, -4.92430], [2.07487, -1.12837, -4.65842], [1.70811, -0.94742, -3.27262], [2.22186, -1.69073, -2.25457], [1.99050, -1.29397, -1.03196], [2.48142, -2.11610, 0.06406], [3.78411, -2.80186, -0.30078], [3.56132, -3.62259, -1.55333], [2.90056, -2.82828, -2.58155], [3.19678, -3.20155, -3.95760], [2.50701, -2.80712, -5.94904], [1.21272, -3.08472, -4.77377], [1.29898, -0.67407, -5.27466], [3.02302, -0.63050, -4.90043], [1.34302, -0.04843, -2.97812], [1.72814, -2.86648, 0.34077], [2.59900, -1.48284, 0.94280], [4.13176, -3.44425, 0.50937], [4.55405, -2.04804, -0.48474], [2.95512, -4.50778, -1.32627], [4.50955, -3.97678, -1.96500], [3.19101, -4.29255, -4.01035], [4.20959, -2.87111, -4.22438]], "lowdin_spin": [0.92, 0.11, 0.09, 0.49, 0.09, 0.10, 0.02, 0.01, 0.00, 0.00, 0.00, 0.01, 0.01, 0.00, 0.00, 0.00, 0.00, 0.01, 0.01, 0.01, 0.00, 0.01, 0.00, 0.01, 0.01, 0.01, 0.00, 0.00, 0.00, 0.00, 0.00, 0.00, 0.00, 0.00, 0.00, 0.00, 0.00, 0.00, 0.00, 0.00, 0.00, 0.00, 0.00, 0.00, 0.00, 0.01, 0.00, 0.00, 0.00, 0.00, 0.00, 0.00, 0.00, 0.00, 0.00, 0.00, 0.00, 0.00, 0.00, 0.00, 0.00, 0.02, 0.00, 0.00, 0.00, 0.00, 0.00, 0.00, 0.00, 0.00, 0.00, 0.00, 0.00, 0.00, 0.00, 0.00, 0.00, 0.00, 0.00, 0.00, 0.01, 0.02, 0.00, 0.00, 0.00, 0.00, 0.00, 0.00, 0.00, 0.00, 0.00, 0.00, 0.00, 0.00, 0.00, 0.00, 0.00, 0.00, 0.00, 0.00], "s_squared": 2.01, "homo_energy_ev": [-6.22, -7.57], "molar_mass_da": 870.374, "e_above_lowest_kcal_mol": 6.8, "lumo_energy_ev": [0.5, -0.5], "max_force_ev_per_a": 0.55, "multiplicity": 3}


(3)
{"formula": "C7H14ClN2", "method": "ωB97M-V/def2-TZVPD", "species": ["C", "C", "C", "C", "C", "C", "C", "N", "N", "Cl", "H", "H", "H", "H", "H", "H", "H", "H", "H", "H", "H", "H", "H", "H"], "coordinates": [[-0.30107, 0.22481, 0.90931], [1.54053, -1.51724, -0.55602], [1.52460, -0.20509, -1.20099], [2.18604, 1.33870, 1.10498], [-2.62084, -0.05824, 1.27406], [-0.69411, -1.14781, -2.15728], [0.74177, 1.16346, 0.63597], [-1.54355, 0.51908, 0.59023], [0.59333, -1.00417, -1.56902], [0.17055, 2.61323, -0.27915], [-0.29410, -0.71281, 1.46806], [2.03865, -2.43704, -0.75568], [1.13929, -1.48573, 0.49302], [2.06833, 0.64702, -1.36111], [2.09890, 1.98139, 1.96989], [2.72641, 0.50693, 1.43526], [2.60434, 1.88020, 0.24670], [-2.55215, -0.93194, 1.84115], [-3.49278, -0.09954, 0.68081], [-2.92671, 0.65367, 2.04890], [-0.71490, -1.53990, -3.13985], [-1.29089, -1.49541, -1.32078], [-1.16948, -0.17479, -2.36873], [-1.83219, 1.28121, 0.01026]], "nbo_charge": [0.04, -0.22, 0.27, -0.65, -0.44, -0.44, -0.14, -0.55, -0.25, -0.05, 0.23, 0.24, 0.19, 0.25, 0.25, 0.24, 0.22, 0.23, 0.22, 0.21, 0.26, 0.24, 0.24, 0.43], "homo_energy_ev": [-11.57, -11.57], "molar_mass_da": 161.656, "e_above_lowest_kcal_mol": 90.9, "lumo_energy_ev": [-4.2, -4.2], "max_force_ev_per_a": 3.99, "charge": 1}


(4)
{"formula": "C4H5N3O", "method": "ωB97M-V/def2-TZVPD", "species": ["C", "C", "C", "C", "H", "H", "H", "H", "H", "N", "N", "N", "O"], "coordinates": [[0.17873, 1.54495, -1.85296], [-0.30437, 0.30749, 0.15235], [-0.59088, -0.64563, 2.18089], [0.55189, -1.76466, 0.62361], [0.92052, 2.32751, -1.90089], [0.61402, 0.66546, -2.40334], [-0.58359, 1.87867, -2.56844], [-1.14521, -0.78554, 3.15294], [0.98761, -2.64927, 0.19986], [-0.34241, 1.37293, -0.53806], [-0.86734, 0.33298, 1.39512], [0.22053, -1.72821, 1.85145], [0.36050, -0.85668, -0.29254]], "nbo_charge": [-0.45, 0.60, 0.29, 0.47, 0.21, 0.17, 0.21, 0.20, 0.18, -0.43, -0.45, -0.54, -0.45], "homo_energy_ev": -9.35, "molar_mass_da": 111.104, "e_above_lowest_kcal_mol": 52.5, "lumo_energy_ev": 0.0, "max_force_ev_per_a": 3.15, "smiles": "C/N=c1/ncnco1"}


(5)
{"formula": "C3H11NO3", "method": "ωB97M-V/def2-TZVPD", "species": ["C", "N", "C", "C", "O", "H", "H", "H", "H", "H", "H", "H", "H", "H", "O", "H", "H", "O"], "coordinates": [[0.55621, -0.77480, 2.35968], [1.92783, -0.99879, 2.35506], [2.94012, -0.02581, 2.21675], [2.30686, -2.38243, 2.43253], [0.12855, 0.35190, 2.27612], [-0.14711, -1.62737, 2.44390], [3.79415, -0.45243, 1.54406], [3.47335, 0.31603, 3.12648], [2.50049, 1.00718, 2.04663], [1.52378, -3.04952, 2.89021], [3.28731, -2.50714, 2.77893], [2.68081, -2.73635, 1.49441], [-3.20180, 1.53138, -5.91956], [-2.18087, 1.93688, -4.90070], [-2.27037, 1.82875, -5.87951], [-5.08565, 2.75310, -4.08698], [-6.20631, 2.35269, -3.11336], [-6.02734, 2.47672, -4.06464]], "nbo_charge": [0.53, -0.45, -0.44, -0.43, -0.61, 0.13, 0.20, 0.20, 0.26, 0.22, 0.21, 0.19, 0.47, 0.46, -0.93, 0.46, 0.47, -0.94], "homo_energy_ev": -9.11, "molar_mass_da": 109.125, "e_above_lowest_kcal_mol": 55.0, "lumo_energy_ev": 0.5, "max_force_ev_per_a": 3.17, "smiles": "CN(C)C=O.O.O"}


(6)
{"formula": "C31H29N3O2ReSSi", "method": "ωB97M-V/def2-TZVPD", "species": ["Re", "O", "C", "O", "C", "C", "C", "C", "C", "C", "N", "C", "C", "C", "C", "C", "C", "N", "H", "H", "H", "H", "H", "H", "H", "H", "H", "H", "C", "C", "C", "C", "C", "C", "C", "C", "C", "S", "C", "N", "H", "H", "H", "H", "H", "H", "H", "H", "C", "Si", "C", "C", "C", "C", "C", "C", "C", "H", "H", "H", "H", "H", "H", "H", "H", "H", "H", "H"], "coordinates": [[-1.25639, 0.36774, 0.40943], [-0.27603, 7.92571, -2.23231], [-0.29287, 7.21236, -1.09514], [-0.29624, 7.75073, -0.02700], [-0.33351, 5.71410, -1.21133], [-0.89910, 5.03310, -2.27719], [-0.98532, 3.64566, -2.26505], [-0.50759, 2.92921, -1.17006], [0.11146, 3.61191, -0.12740], [0.17868, 4.98778, -0.14104], [-0.59484, 1.51361, -1.06129], [-1.15248, 0.78369, -2.16684], [-0.38237, -1.22568, -1.90483], [-0.58684, -2.29176, -2.95287], [0.72999, -2.97148, -3.18095], [1.67466, -2.91968, -2.24314], [1.44300, -2.20346, -0.97868], [0.45879, -1.41319, -0.77867], [-0.12355, 7.36507, -3.00310], [-1.31432, 5.56987, -3.12181], [-1.43232, 3.16044, -3.12193], [0.53949, 3.05736, 0.69437], [0.62885, 5.52646, 0.68137], [-1.94473, 1.29415, -2.71884], [-1.37909, -3.03254, -2.81742], [0.85575, -3.57032, -4.07499], [2.60420, -3.46155, -2.35186], [2.13926, -2.36861, -0.16307], [1.11019, 0.44840, -3.45025], [-0.19642, -0.10540, -2.96105], [-0.93437, -1.11842, -3.97040], [-2.40114, -1.12319, -4.10758], [-3.32598, -1.16349, -3.07851], [-4.69973, -1.41459, -3.35848], [-5.61891, -1.41722, -2.33685], [-5.21832, -1.09770, -1.03851], [-3.88022, -0.80614, -0.71958], [-3.39358, -0.11228, 0.85242], [-2.95000, -0.90959, -1.72280], [-1.62916, -0.49756, -1.42277], [0.94721, 1.08875, -4.31917], [1.80823, -0.33746, -3.73367], [1.56468, 1.05275, -2.66401], [-0.45155, -1.17208, -4.94226], [-2.79958, -1.20926, -5.11579], [-5.00058, -1.61648, -4.37899], [-6.66046, -1.62600, -2.53653], [-5.96439, -1.03859, -0.25378], [-0.30743, -1.54526, 3.57936], [0.10493, -0.13127, 2.44845], [1.91949, -0.13151, 2.00424], [-0.45025, 1.62295, 2.78388], [-1.77741, 2.08308, 2.71723], [-2.07995, 3.44449, 2.80796], [-1.07381, 4.35897, 3.03700], [0.24803, 3.92010, 3.16984], [0.55710, 2.58781, 3.01309], [0.22511, -1.39548, 4.52222], [0.02993, -2.48890, 3.14902], [-1.37077, -1.62422, 3.80321], [2.54326, -0.00199, 2.89297], [2.17036, 0.66079, 1.29728], [2.20064, -1.08942, 1.56806], [-2.61002, 1.39677, 2.71061], [-3.10974, 3.77024, 2.74927], [-1.30659, 5.41093, 3.14023], [1.03217, 4.63365, 3.38849], [1.59437, 2.28336, 3.07929]], "nbo_charge": [0.80, -0.64, 0.77, -0.54, -0.17, -0.16, -0.29, 0.21, -0.19, -0.15, -0.67, 0.13, 0.29, -0.25, -0.11, -0.26, 0.18, -0.46, 0.48, 0.22, 0.20, 0.21, 0.25, 0.21, 0.25, 0.25, 0.26, 0.22, -0.65, 0.02, -0.32, 0.21, -0.20, -0.03, -0.21, -0.01, -0.21, 0.08, 0.22, -0.48, 0.25, 0.24, 0.25, 0.27, 0.25, 0.25, 0.27, 0.26, -1.12, 1.46, -1.13, -0.56, -0.19, -0.19, -0.15, -0.21, -0.12, 0.27, 0.26, 0.26, 0.27, 0.25, 0.24, 0.22, 0.24, 0.25, 0.24, 0.22], "s_squared": 0.77, "homo_energy_ev": [-13.34, -13.41], "molar_mass_da": 721.952, "e_above_lowest_kcal_mol": 116.7, "lumo_energy_ev": [-8.9, -8.9], "max_force_ev_per_a": 0.87, "multiplicity": 2, "charge": 2}